No. 1
Below is a structure of composition C17H25N3O3 in a non-equilibrium geometry, with properties calculated with ωB97M-V with the def2-TZVPD basis set.

Each line ends with the Mulliken charge.
Cartesian coordinates (Å):
1 C 4.6483 -2.4565 2.9463  -0.85
2 H 4.8408 -1.8670 1.9558  0.30
3 O 3.2597 -3.1533 2.6966  -0.40
4 C 2.2884 -2.4519 2.5344  0.75
5 C 2.3528 -1.1821 2.3841  -0.39
6 C 1.1709 -0.3926 2.4070  -0.83
7 C 0.0623 -1.0154 2.3103  0.14
8 C -0.1359 -2.6208 2.2454  -0.65
9 C 1.0778 -3.2746 2.4632  -1.07
10 H 1.1506 -4.2279 2.4287  0.66
11 H -1.1392 -3.0898 2.3337  0.40
12 N -1.3969 -0.5647 2.1158  0.14
13 C -2.4865 -0.9778 2.0862  0.85
14 O -2.9707 -1.9658 2.6895  -0.77
15 C -3.5952 0.1069 1.8619  -1.57
16 H -4.3734 -0.1009 1.5236  0.79
17 C -2.6336 1.2298 0.9563  -0.32
18 N -2.7767 0.8099 -0.3061  0.00
19 C -2.4997 1.5880 -1.3518  0.57
20 O -2.0080 2.8166 -0.9750  -0.71
21 N -2.2902 0.9288 -2.5614  -0.01
22 H -2.4863 0.1173 -2.4553  -0.05
23 C -1.6757 1.7193 -3.5452  -0.63
24 H -1.4092 2.8243 -3.1793  0.28
25 C -0.4721 0.7926 -3.9810  -1.02
26 H 0.1533 1.6000 -4.8193  0.25
27 C 0.8467 0.9132 -2.8855  1.20
28 C 0.9413 2.2704 -2.2062  -1.68
29 H 0.3483 2.8601 -1.7507  0.59
30 H 1.8892 2.2598 -1.4866  0.26
31 H 1.4134 2.8418 -3.0285  0.37
32 C 1.9383 -0.0135 -3.2348  -1.47
33 H 2.5688 0.0239 -2.3284  0.32
34 H 2.5823 0.5989 -4.0442  0.26
35 H 1.7360 -0.8939 -3.5548  0.52
36 H 0.0191 0.4094 -1.8636  -0.16
37 H -0.5297 -0.1369 -4.4331  0.45
38 H -2.1807 1.8902 -4.3923  0.53
39 H -2.8883 -0.2314 -0.4634  0.34
40 H -3.0971 2.2229 1.2906  0.31
41 C -1.2738 1.1453 1.5770  -1.15
42 H -0.5165 1.2628 1.0785  0.67
43 H -1.0703 1.6182 2.4990  0.50
44 H -3.7303 0.7031 2.8214  0.35
45 H 1.0437 0.5509 2.4592  0.99
46 H 3.1344 -0.4118 2.5356  0.31
47 H 4.7085 -1.8401 3.7388  0.40
48 H 5.4607 -3.2355 2.9077  0.26

Results
Frontier orbital gap: 8.5 eV
Net charge: 0
Relative energy (zero: lowest compared OMol25 entry of this formula, charge and spin): 19.0565 eV
Spin multiplicity: 1
Energy: -28631.2571 eV

---

No. 2
Below is a structure of composition C17H25NPd in a non-equilibrium geometry, with properties calculated with ωB97M-V with the def2-TZVPD basis set.

Each line ends with the Löwdin spin population.
Cartesian coordinates (Å):
1 C -1.0455 -0.7183 -2.0303  0.35
2 C 1.5638 -0.0883 -2.8697  0.09
3 C -1.8187 0.2924 -2.7298  0.06
4 H -1.6376 -1.2628 -1.2842  0.02
5 C 1.1549 1.2456 -2.5611  0.11
6 H 2.6421 -0.2764 -2.7666  0.00
7 H -2.4282 -0.3177 -3.4319  0.03
8 H 1.9356 1.8779 -2.1171  0.02
9 C -1.1691 1.2873 -3.7117  0.01
10 H -1.9411 2.0280 -3.9674  0.00
11 H -0.9704 0.7638 -4.6579  0.00
12 C -0.4047 -1.7029 -3.0484  0.03
13 H -1.1467 -1.9840 -3.8110  0.01
14 H -0.0987 -2.6302 -2.5421  0.00
15 C 0.8245 -1.0761 -3.7499  0.01
16 H 0.5598 -0.6340 -4.7271  0.00
17 H 1.5466 -1.8859 -3.9606  0.00
18 C 0.0970 2.0380 -3.3018  0.03
19 H 0.5341 2.5014 -4.2059  0.00
20 H -0.1950 2.8712 -2.6438  0.00
21 Pd 0.7342 0.0486 -1.1136  0.64
22 H -2.6390 0.6505 -2.0939  0.00
23 C 0.6119 -2.6690 0.3488  0.01
24 N 1.6555 -1.6645 0.0761  0.09
25 C 2.7781 -2.2906 -0.6425  0.01
26 C 2.0950 -0.9917 1.3447  0.02
27 C 0.9423 -0.1742 1.8317  0.04
28 C 0.6606 0.0094 3.2019  0.01
29 C -0.5127 0.6865 3.5580  0.00
30 C -1.3650 1.2066 2.5749  0.02
31 C -1.0268 1.0747 1.2071  0.06
32 C 0.1312 0.4028 0.8826  0.28
33 H 0.2330 -3.0587 -0.6044  0.00
34 H -0.2202 -2.2299 0.9072  0.00
35 H 1.0554 -3.4999 0.9241  0.00
36 H 3.5512 -1.5391 -0.8392  0.00
37 H 3.1986 -3.1111 -0.0394  0.00
38 H 2.4157 -2.6973 -1.5961  0.00
39 H 2.4193 -1.7461 2.0790  0.00
40 H 2.9536 -0.3522 1.0832  0.01
41 H 1.3470 -0.4005 3.9469  0.00
42 H -0.7580 0.8093 4.6151  0.00
43 H -2.2827 1.7204 2.8610  0.00
44 H -1.6604 1.4855 0.4234  0.01

Results
Frontier orbital gap (alpha / beta): 6.4 / 6.8 eV
Net charge: 0
Relative energy (zero: lowest compared OMol25 entry of this formula, charge and spin): 0.0000 eV
Spin multiplicity: 3
Energy: -22999.5382 eV

---

No. 3
Below is a structure of composition C17H26AsBCl2N9ORb, with properties calculated with ωB97M-V with the def2-TZVPD basis set.

Each line ends with the Mulliken charge.
Cartesian coordinates (Å):
1 Rb -0.2589 -0.1667 -0.2969  0.75
2 C -2.0637 -3.6453 -1.0918  -0.88
3 C -0.9338 -3.1477 -1.7560  -0.25
4 N 0.0391 -2.8521 -0.9060  -0.64
5 N -0.4344 -3.1527 0.3276  0.92
6 C -1.6887 -3.6314 0.2349  -0.35
7 B 0.3501 -2.9492 1.6957  -0.37
8 N -0.4458 -2.0068 2.6475  0.30
9 C -1.3897 -2.4097 3.5179  -0.23
10 C -1.9557 -1.2932 4.0939  -1.20
11 C -1.2735 -0.2301 3.4887  -0.13
12 N -0.3592 -0.6574 2.6301  -0.14
13 N 1.7922 -2.4968 1.4668  0.02
14 C 2.8800 -3.1843 1.8609  -0.25
15 C 4.0063 -2.5000 1.4654  -1.02
16 C 3.4903 -1.3632 0.8304  -0.32
17 N 2.1669 -1.3637 0.8254  -0.08
18 H -3.0001 -3.9749 -1.5066  0.42
19 H -0.7807 -2.9725 -2.8101  0.41
20 H -2.2195 -3.9234 1.1266  0.42
21 H 0.3723 -4.0189 2.2483  -0.13
22 H -1.5632 -3.4634 3.6609  0.48
23 H -2.7240 -1.2564 4.8455  0.41
24 H -1.4189 0.8305 3.6349  0.38
25 H 2.7552 -4.1148 2.3880  0.42
26 H 5.0349 -2.7746 1.6144  0.42
27 H 4.0241 -0.5475 0.3647  0.44
28 Cl -2.7945 0.4146 -2.0635  -0.15
29 C -3.3487 1.9280 -1.3169  -0.10
30 Cl -2.6582 3.3738 -2.0723  -0.18
31 H -3.0582 1.9038 -0.2715  0.03
32 H -4.4139 1.9519 -1.5097  0.42
33 C 1.1851 3.6761 -0.1824  -0.91
34 As 0.3185 2.8992 1.3508  0.67
35 C -0.1543 4.3341 2.5409  -1.18
36 C 1.6642 1.8653 2.2568  -0.59
37 O -1.0085 2.0337 0.8589  -0.53
38 H 2.0769 4.2298 0.1066  0.43
39 H 0.4716 4.3350 -0.6766  0.30
40 H 1.4609 2.8711 -0.8669  0.17
41 H 0.7348 4.8782 2.8560  0.39
42 H -0.6563 3.9128 3.4102  0.33
43 H -0.8379 5.0049 2.0223  0.36
44 H 2.5430 2.5067 2.3428  0.47
45 H 1.9168 0.9515 1.7136  -0.12
46 H 1.3036 1.5726 3.2404  0.34
47 N -1.2659 1.9830 -5.3451  -0.53
48 C -0.3947 1.1744 -4.6447  0.30
49 C 0.3427 1.6940 -3.5576  0.00
50 N 1.1746 0.9475 -2.8666  -0.40
51 C 1.3154 -0.3325 -3.2535  -0.26
52 C 0.6248 -0.8187 -4.3429  -0.30
53 N -0.2368 -0.0775 -5.0424  -0.60
54 H -1.7346 2.6827 -4.7876  0.23
55 H -1.9020 1.4587 -5.9290  0.29
56 H 0.2131 2.7295 -3.2622  0.39
57 H 1.9580 -0.9688 -2.6583  0.46
58 H 0.7586 -1.8491 -4.6506  0.49

Results
Frontier orbital gap: 8.6 eV
Net charge: 0
Relative energy (zero: lowest compared OMol25 entry of this formula, charge and spin): 0.2556 eV
Spin multiplicity: 1
Energy: -120726.7651 eV

---

No. 4
Below is a structure of composition C17H26BFN10NiO2Si, with properties calculated with ωB97M-V with the def2-TZVPD basis set.

Each line ends with the Mulliken charge.
Cartesian coordinates (Å):
1 Ni 0.4742 -1.2239 -0.6616  -0.47
2 C -0.5808 -2.3843 3.5210  -1.23
3 Si -0.5910 -1.0134 2.2227  0.45
4 C -2.2126 -1.2277 1.3189  -0.97
5 C -0.7286 0.6746 3.0827  -0.97
6 N 0.7952 -1.0700 1.1781  0.36
7 C 2.0568 -0.9662 1.6510  0.65
8 C 2.4219 -0.7852 3.0089  -0.33
9 C 3.7363 -0.6976 3.4438  -1.02
10 C 4.8008 -0.7906 2.5656  -0.40
11 C 4.5021 -0.9785 1.2147  -0.71
12 C 3.1993 -1.0579 0.7999  0.68
13 F 3.0039 -1.2525 -0.5351  -0.21
14 H -1.5037 -2.3457 4.1081  0.34
15 H 0.2612 -2.3482 4.2094  0.34
16 H -0.5481 -3.3352 2.9858  0.29
17 H -3.0107 -1.1502 2.0675  0.41
18 H -2.2706 -2.2075 0.8487  0.25
19 H -2.3946 -0.4806 0.5498  0.10
20 H -1.6769 0.7281 3.6273  0.31
21 H -0.7243 1.4581 2.3199  0.01
22 H 0.0802 0.8946 3.7800  0.39
23 H 1.6470 -0.7055 3.7548  0.08
24 H 3.9163 -0.5536 4.5047  0.35
25 H 5.8264 -0.7221 2.9054  0.33
26 H 5.2738 -1.0665 0.4595  0.38
27 N -0.7892 -3.3342 -3.0000  -0.05
28 C -0.1883 -2.1539 -3.3629  0.54
29 N -0.1575 -1.7356 -4.6236  -0.65
30 N 0.5220 -0.5700 -4.5606  -0.79
31 N 0.8881 -0.3193 -3.3584  -0.11
32 N 0.4521 -1.3212 -2.5412  0.65
33 C -0.8287 -3.8667 -1.7221  0.50
34 N -1.3780 -5.0439 -1.4458  -0.61
35 N -1.2037 -5.1600 -0.1100  -0.81
36 N -0.6053 -4.1206 0.3600  -0.32
37 N -0.3358 -3.2553 -0.6529  0.48
38 H -1.2441 -3.8479 -3.7306  0.21
39 C -2.6126 2.4983 -0.3983  -1.87
40 C -1.6007 2.2566 -1.5151  1.86
41 C -2.1838 2.6716 -2.8556  -2.03
42 O -1.3421 0.8502 -1.5620  -0.44
43 B -0.1482 0.5670 -0.8830  0.20
44 O 0.4315 1.7853 -0.4819  -0.52
45 C -0.1968 2.8483 -1.2041  1.86
46 C -0.2110 4.0878 -0.3205  -1.93
47 C 0.6360 3.1042 -2.4558  -1.96
48 H -3.4870 1.8725 -0.5823  0.49
49 H -2.9332 3.5428 -0.3528  0.31
50 H -2.2008 2.2206 0.5727  0.17
51 H -3.1695 2.2202 -2.9799  0.46
52 H -1.5527 2.3356 -3.6756  0.38
53 H -2.2968 3.7586 -2.9196  0.33
54 H -0.6665 3.8834 0.6472  0.33
55 H -0.7522 4.9107 -0.7975  0.31
56 H 0.8152 4.4154 -0.1484  0.48
57 H 0.6968 2.2139 -3.0808  0.29
58 H 1.6508 3.3573 -2.1448  0.48
59 H 0.2382 3.9358 -3.0454  0.34

Results
Frontier orbital gap (alpha / beta): 5.8 / 5.8 eV
Net charge: -2
Spin multiplicity: 1
Energy: -89366.2728 eV